36
Properties=species:S:1:pos:R:3:forces:R:3 method="wB97M-V/def2-TZVPD" homo_lumo_gap_ev="4.007 / 4.989" charge=+2 multiplicity=6 e_above_lowest_kcal_mol=75.1
C -2.5688 -0.3395 -2.3004 -1.81 -1.02 -1.19
C -3.2205 -0.2864 -0.9440 -2.05 -0.05 -0.20
H -2.8700 0.5452 -2.8495 0.31 -0.20 -0.53
H -2.9135 -1.2773 -2.7556 0.11 0.45 -0.38
H -1.4490 -0.4822 -2.3727 -0.09 -0.73 -0.99
H -2.6612 0.4245 -0.2725 -1.55 0.02 0.85
H -4.2122 0.1765 -1.0103 0.19 0.07 -0.07
H -3.3566 -1.2905 -0.5596 0.00 0.35 0.37
Ir -0.9556 0.1324 -0.7881 2.22 1.03 1.26
C -1.3439 -1.5155 0.5270 0.26 -0.04 0.24
H -2.2152 -1.2578 1.1483 0.35 -0.11 -0.26
H -0.5100 -1.7288 1.2082 -0.05 0.18 -0.42
H -1.5687 -2.4061 -0.0871 0.01 0.39 0.35
I -0.0573 2.0479 -2.3024 0.05 0.55 -0.48
N 2.0941 1.1331 0.0384 -0.80 -2.07 1.27
C 2.1150 -0.1534 -0.5012 1.06 2.11 0.23
C 3.3521 -0.7958 -0.5580 0.40 -0.43 0.08
C 3.3533 -2.1670 -0.7113 0.70 0.65 -0.01
C 2.1323 -2.7890 -1.0026 -0.58 -0.58 -0.60
C 0.9800 -2.0506 -1.1925 0.60 0.53 0.64
N 0.9484 -0.7379 -0.8196 -0.28 -2.08 -0.92
C 1.1116 1.5453 0.9457 1.87 0.80 -0.37
C 1.5582 2.3517 1.9968 -0.35 0.34 0.45
C 0.6394 2.8552 2.8965 0.87 0.26 -0.04
C -0.7083 2.5468 2.6887 -1.27 -0.26 -0.21
C -1.0892 1.6936 1.6736 0.58 0.25 -0.20
N -0.1783 1.1969 0.7853 -1.56 -0.22 0.90
H 3.0124 1.4907 0.3031 -0.15 -0.05 -0.35
H 4.2504 -0.2081 -0.3561 -0.14 -0.35 -0.13
H 4.2861 -2.7100 -0.6735 -0.09 -0.13 0.04
H 2.0593 -3.8562 -1.1521 0.19 -0.07 -0.10
H 0.0487 -2.4898 -1.5583 0.49 0.10 0.18
H 2.6284 2.5111 2.1026 -0.18 0.24 0.04
H 0.9478 3.5060 3.7056 -0.02 -0.16 -0.03
H -1.5127 2.9755 3.2785 0.29 -0.05 0.17
H -2.1266 1.4095 1.4693 0.41 0.29 0.43

---

11
Properties=species:S:1:pos:R:3:forces:R:3 method="wB97M-V/def2-TZVPD" homo_lumo_gap_ev="6.256 / 5.249" charge=-2 e_above_lowest_kcal_mol=53.5
C 0.0069 -0.2207 -0.5181 0.02 2.82 -1.51
O 3.3289 0.7678 -0.6580 -1.02 0.13 1.00
O -1.3398 1.3484 1.3433 0.83 -0.14 -0.62
O 2.9957 -0.2820 1.5418 -0.21 0.05 0.17
O -1.8823 -0.9510 0.9528 -0.71 -1.72 0.30
O -2.4233 0.7150 -0.7597 1.21 -0.53 1.05
O -0.4145 -1.4173 -1.0523 -1.05 -0.98 0.84
S 2.4384 0.6883 0.5692 0.65 -0.52 -1.42
S -1.4583 0.2967 0.3252 -2.42 3.07 0.39
H -0.0035 0.6240 -1.3254 0.92 -1.40 0.95
H -1.2481 -1.5692 -0.4187 1.78 -0.77 -1.15

---

65
Properties=species:S:1:pos:R:3:forces:R:3 method="wB97M-V/def2-TZVPD" homo_lumo_gap_ev=7.688 smiles="CCB(O)[C@]1(OC(=O)c2ccccc2)[C@H](P(=N)(O)O)[C@](C[C@H](C)Br)([PH2]=O)O[C@]1(C[C@H](C)I)[PH2]=O" e_above_lowest_kcal_mol=208.3
C -2.6603 -1.4082 2.4943 0.11 0.82 1.82
C -2.8665 0.1078 1.9920 -1.00 -0.60 -0.60
B -2.0217 0.5524 0.6893 -2.38 0.25 -0.68
O -2.8001 1.2558 -0.3420 1.49 -2.17 1.01
C -0.4593 0.2916 0.3283 2.19 2.76 -0.35
O -0.0520 -0.8484 -0.4819 -2.72 -1.19 -0.08
C -0.8900 -1.9723 -0.4323 0.47 -4.51 2.09
O -0.5462 -2.9326 0.3249 -1.23 3.98 -2.85
C -2.1895 -2.2567 -1.3183 -3.24 -0.03 -1.74
C -3.3706 -3.0689 -0.6693 -0.75 0.85 -2.97
C -4.7055 -3.3569 -1.4297 2.19 1.93 -1.76
C -4.9327 -2.8461 -2.8792 4.03 0.91 1.75
C -3.7394 -2.0789 -3.5498 0.11 -1.21 3.48
C -2.4007 -1.7945 -2.7791 -2.76 -1.41 1.21
C 0.6784 0.2914 1.4879 0.93 -1.56 0.36
P 0.3862 1.0914 3.1539 -2.28 -0.12 4.76
N -0.5028 0.2034 4.1726 0.93 1.19 -2.12
O -0.4666 2.5969 3.0080 2.20 -1.18 0.18
O 1.8500 1.3136 4.0635 -1.94 0.73 -2.55
C 2.1008 0.5353 0.6977 -2.44 0.41 0.55
C 2.8500 -0.8648 0.7444 0.11 -0.56 -0.24
C 4.1863 -1.0586 -0.0953 1.27 -2.01 1.21
C 5.5408 -1.1485 0.8124 0.38 0.26 -0.99
Br 4.5719 0.2173 -1.5502 -0.26 -0.37 0.51
P 3.2365 1.9454 1.2663 3.01 -0.82 3.72
O 4.4039 1.4652 2.1917 -2.50 0.71 -2.49
O 1.5689 1.0792 -0.5492 -0.13 0.76 -0.96
C 0.1597 1.4891 -0.6244 -0.05 -1.85 -0.57
C -0.2811 1.4614 -2.1820 -0.43 -0.25 -0.76
C 0.8872 1.6416 -3.2525 -0.79 -1.70 -1.52
C 1.7168 0.2716 -3.5635 -0.45 -0.39 0.14
I 2.1684 3.3900 -2.9750 -0.50 -0.67 0.01
P -0.2572 3.2934 -0.1495 3.42 3.25 2.09
O 0.9319 4.0593 0.4991 -2.10 -2.00 -1.15
H -2.8621 -1.3936 3.6352 0.40 -0.21 -1.85
H -1.5757 -1.7388 2.3904 -1.63 0.18 0.00
H -3.4311 -2.1226 2.0568 1.26 1.02 0.25
H -2.6929 0.9077 2.7911 -0.08 -1.26 -0.90
H -3.9967 0.1872 1.7346 1.78 0.19 0.28
H -3.5052 0.6049 -0.5706 0.20 1.01 0.28
H -3.2963 -3.4807 0.3870 0.15 0.74 -1.66
H -5.5744 -3.9239 -0.9291 1.79 0.99 -0.70
H -5.9128 -3.0092 -3.4602 1.81 0.24 1.15
H -3.8612 -1.6977 -4.6138 0.31 -0.59 1.64
H -1.5926 -1.2318 -3.3469 -1.16 -0.90 0.95
H 0.6900 -0.8347 1.7687 -0.02 1.88 0.14
H -1.3468 0.7199 4.4526 0.50 -0.39 -0.20
H -0.2293 3.1825 3.7701 -0.27 -0.62 -0.98
H 1.6874 2.1046 4.6242 0.27 -0.73 -0.29
H 2.1447 -1.7455 0.4803 0.88 1.74 0.21
H 3.1235 -1.0522 1.8558 -0.42 0.70 -1.72
H 4.1285 -2.1027 -0.5929 -0.11 1.94 0.57
H 6.0219 -0.1118 0.9632 -1.13 -1.66 0.09
H 5.3506 -1.6844 1.8005 0.15 0.85 -1.30
H 6.3140 -1.7573 0.2075 -1.27 0.82 0.94
H 2.4565 2.8374 2.1049 0.09 -0.43 -1.36
H 3.7400 2.5958 0.0963 -0.87 -0.25 0.35
H -0.8349 0.4870 -2.4754 1.11 1.47 0.78
H -1.0591 2.2890 -2.4074 1.27 -1.32 0.66
H 0.3475 1.8479 -4.2575 0.88 0.03 1.81
H 2.7743 0.4769 -3.9441 -1.55 -0.26 0.77
H 1.1861 -0.3299 -4.3998 0.61 1.16 1.22
H 1.7222 -0.4385 -2.6520 0.28 1.42 -1.36
H -0.6284 4.1011 -1.2996 -0.19 -1.23 0.47
H -1.3580 3.4117 0.7648 0.07 -0.74 -0.76

---

24
Properties=species:S:1:pos:R:3:forces:R:3 method="wB97M-V/def2-TZVPD" homo_lumo_gap_ev=5.675 charge=+1 e_above_lowest_kcal_mol=118.0
C 1.3470 -1.0000 2.0669 -0.63 0.59 1.45
C 0.3301 0.0276 1.7893 -1.96 -0.32 -0.33
C 0.0663 -0.6454 3.1348 0.31 1.69 -1.36
C -0.7994 -1.6924 3.3867 0.17 0.75 0.54
N 1.3905 0.1050 -1.2459 -0.33 -0.30 -0.21
H 2.2557 -0.6866 2.5624 0.19 -0.38 -0.09
H 1.1975 -2.0444 1.8389 0.43 0.13 -0.96
H 0.4620 1.0911 1.9379 0.94 -0.03 -0.15
H -0.3428 -0.1138 0.9458 -0.14 -0.42 0.18
H 0.4288 0.0892 3.8456 0.57 -1.27 1.26
H -0.5640 -2.4226 4.1571 -0.50 0.33 0.43
H -1.7734 -1.6785 2.8967 0.40 -1.00 -0.74
H 1.2386 -0.1785 -0.2920 0.58 0.16 -0.10
H 2.3547 0.0851 -1.5256 0.28 0.04 0.19
H 0.9828 1.0261 -1.3756 0.17 0.11 0.04
H 0.2305 -1.0616 -1.8996 -0.68 -0.07 -0.19
H -1.0449 -2.0565 -1.8279 0.13 -0.14 -0.08
O -0.6856 -1.2701 -2.2399 0.41 -0.04 0.13
H -1.7115 1.0238 -4.2639 -0.17 0.61 0.04
H -0.9334 0.2196 -3.3095 -0.16 0.17 0.67
O -1.3103 1.1156 -3.3912 0.16 -0.50 -0.61
H -0.7221 2.3038 -1.8909 0.02 -0.56 -0.01
H -0.2703 3.5009 -1.1851 0.23 1.36 0.29
O -0.1908 2.5658 -1.1165 -0.41 -0.90 -0.37

---

37
Properties=species:S:1:pos:R:3:forces:R:3 method="wB97M-V/def2-TZVPD" homo_lumo_gap_ev="10.816 / 5.436" charge=+1 multiplicity=2 e_above_lowest_kcal_mol=0.0
C 1.7164 -0.8549 1.9941 -0.21 -0.34 0.36
C 1.0476 -0.7511 0.6794 1.25 0.40 0.02
N -0.2417 -0.1683 0.6072 -0.74 -0.91 0.15
C -1.0397 0.0753 1.7476 -0.15 1.34 0.04
C -2.3260 0.8490 1.3502 -0.52 -0.36 -0.46
O -3.2293 0.0389 0.6777 0.08 -0.35 0.00
O 1.5669 -1.0644 -0.3781 -0.50 -0.04 0.43
H 1.9448 0.1339 2.3898 -0.11 0.30 -0.03
H 1.1100 -1.4088 2.7154 -0.04 0.11 -0.13
H 2.6493 -1.3787 1.8592 0.22 -0.17 -0.14
H -0.7687 -0.2870 -0.3052 0.04 0.11 -0.08
H -1.3538 -0.8983 2.1488 -0.08 -0.31 0.04
H -0.4753 0.6111 2.5195 0.24 -0.30 -0.03
H -2.0662 1.7143 0.7283 0.22 0.16 0.22
H -2.8340 1.1909 2.2501 0.28 0.08 0.14
H -2.8857 -0.2121 -0.2074 -0.31 0.21 0.05
H -0.5324 -3.1690 0.4159 -0.11 -0.30 0.02
H -1.0608 -3.8098 1.7025 0.06 0.03 0.02
O -0.5061 -3.0895 1.3804 -0.02 0.25 -0.24
H -1.7061 0.0992 -2.3129 -0.05 -0.18 -0.16
H -1.5988 -1.4154 -1.8538 -0.09 0.11 -0.19
O -2.0171 -0.5596 -1.6392 0.56 0.23 0.37
H 2.0881 2.5337 1.2148 0.33 0.25 0.07
H 3.4798 2.2932 1.8344 -0.08 0.11 0.04
O 2.5420 2.3493 2.0524 -0.13 -0.36 -0.04
H 0.3686 2.4093 -0.2133 0.10 0.51 -0.22
H 0.9885 3.7791 -0.6248 -0.05 -0.12 0.08
O 1.2061 2.8653 -0.3907 -0.28 -0.18 0.09
H 0.0800 1.1743 -3.0253 -0.01 -0.13 -0.36
H -0.7917 0.8545 -4.2786 0.02 0.10 -0.03
O -0.8426 1.1567 -3.3663 -0.13 -0.04 0.29
H 1.6827 0.1929 -1.8012 0.17 0.00 -0.21
H 1.7914 1.7211 -1.8121 0.13 0.02 -0.09
O 1.6764 0.9544 -2.3952 -0.11 0.05 0.13
H 0.0646 -3.0946 -2.5560 0.16 -0.03 0.08
H 0.5136 -2.2043 -1.3381 0.21 -0.18 -0.59
O -0.2406 -2.6308 -1.7697 -0.33 -0.10 0.33